1.
A 2-piece molecular cluster, CH4ClN2 overall at a distorted geometry. Source: the Open Molecules 2025 dataset; level of theory: wB97M-V/def2-TZVPD.

```
8
Properties=species:S:1:pos:R:3
C -0.62 -0.87 -0.12
N -0.79 0.30 0.39
N -0.53 -1.83 -0.78
Cl 1.71 1.42 -0.55
H -0.35 1.18 -0.02
H -0.99 0.26 1.38
H 0.17 -2.55 -0.81
H 1.40 2.10 0.50
```

Total charge ... +1
Relative energy (zero: lowest compared OMol25 entry of this formula, charge and spin) ... 199.59 kJ/mol
Orbital gap ... 11.69 eV
LUMO level ... -4.743 eV

2.
A 19-piece molecular cluster, C71H119F5N8O33 overall at a distorted geometry. Source: the Open Molecules 2025 dataset; level of theory: wB97M-V/def2-TZVPD.

```
236
Properties=species:S:1:pos:R:3
C -3.03 -7.17 -5.35
C -3.66 -5.86 -4.77
C -3.65 -4.80 -5.84
C -2.41 -4.19 -6.09
N -1.38 -3.73 -6.32
H -2.99 -7.94 -4.55
H -1.97 -6.92 -5.55
H -3.64 -7.49 -6.19
H -3.18 -5.48 -3.81
H -4.68 -6.10 -4.48
H -4.45 -4.12 -5.51
H -3.88 -5.22 -6.83
C 0.07 3.94 -3.67
C 0.32 2.67 -2.94
C -0.51 2.50 -1.65
C -0.36 3.60 -0.77
N -0.29 4.56 -0.17
H 0.08 4.81 -3.05
H -0.92 3.87 -4.06
H 0.75 4.11 -4.49
H 1.41 2.49 -2.76
H 0.09 1.73 -3.39
H -0.20 1.67 -1.05
H -1.54 2.33 -1.97
C -3.29 -1.83 -4.14
C -3.52 -0.35 -3.79
C -4.86 0.19 -4.35
C -5.92 -0.85 -4.49
N -6.67 -1.75 -4.45
H -2.35 -2.28 -3.81
H -3.39 -1.86 -5.25
H -4.13 -2.50 -3.77
H -2.72 0.24 -4.17
H -3.50 -0.34 -2.69
H -4.69 0.63 -5.30
H -5.24 0.99 -3.67
C 0.02 5.90 8.83
C 0.00 5.56 7.36
C -0.48 4.21 6.98
C 0.39 3.10 7.51
N 1.08 2.26 7.83
H 0.70 5.30 9.44
H -0.98 5.76 9.16
H 0.23 6.99 8.90
H 0.97 5.73 6.97
H -0.68 6.29 6.85
H -0.63 4.06 5.95
H -1.40 3.92 7.46
C 6.64 2.05 -4.27
C 5.27 1.50 -4.51
C 5.21 0.11 -5.10
C 5.56 -0.94 -4.21
N 5.96 -1.73 -3.46
H 6.68 3.12 -4.01
H 7.30 1.91 -5.17
H 7.18 1.46 -3.46
H 4.78 2.13 -5.23
H 4.63 1.50 -3.63
H 5.79 -0.08 -6.02
H 4.17 0.02 -5.45
C -6.44 -2.67 0.10
C -4.98 -2.54 0.50
C -4.75 -2.79 2.01
C -5.66 -2.08 2.90
N -6.51 -1.51 3.39
H -6.99 -1.84 0.50
H -6.93 -3.70 0.35
H -6.46 -2.66 -1.04
H -4.62 -1.56 0.28
H -4.33 -3.27 -0.02
H -3.71 -2.68 2.33
H -4.98 -3.82 2.27
C 2.83 4.13 4.67
C 2.26 5.18 3.79
C 1.47 4.55 2.58
C 0.12 4.35 3.12
N -0.91 4.21 3.55
H 2.04 3.42 4.89
H 3.30 4.41 5.60
H 3.65 3.77 4.09
H 3.15 5.80 3.34
H 1.73 5.95 4.41
H 1.91 3.60 2.19
H 1.43 5.25 1.73
C 3.36 -4.99 -5.23
C 3.04 -3.67 -4.49
C 1.74 -3.16 -5.10
C 1.18 -1.92 -4.50
N 0.83 -0.91 -4.13
H 4.28 -5.44 -4.81
H 3.49 -4.85 -6.28
H 2.61 -5.72 -5.04
H 3.80 -2.95 -4.62
H 3.01 -3.71 -3.35
H 0.92 -3.84 -4.94
H 1.92 -2.94 -6.15
C -2.57 6.98 -1.81
C -3.96 6.35 -1.61
O -3.84 4.85 -1.49
C -3.83 4.17 -2.66
O -3.84 3.00 -2.66
O -3.96 4.90 -3.76
C -4.05 4.25 -5.02
H -2.69 8.08 -1.90
H -1.95 6.70 -2.70
H -1.99 6.80 -0.90
H -4.68 6.54 -2.42
H -4.41 6.61 -0.68
H -4.96 3.73 -5.10
H -3.08 3.75 -5.18
H -4.03 5.12 -5.75
C 3.09 0.04 4.68
C 3.95 0.37 3.47
O 3.19 1.23 2.52
C 3.92 1.74 1.57
O 5.16 1.86 1.62
O 3.11 2.09 0.60
C 3.54 2.95 -0.50
H 2.08 -0.35 4.37
H 3.01 0.87 5.32
H 3.58 -0.76 5.22
H 4.24 -0.50 2.84
H 4.94 0.85 3.77
H 2.79 2.93 -1.23
H 4.45 2.55 -0.86
H 3.67 3.97 -0.06
C 2.85 -0.77 -1.54
C 2.07 -1.85 -0.82
O 0.83 -1.34 -0.31
C 0.82 -0.86 0.94
O 1.67 -1.05 1.78
O -0.32 -0.15 1.19
C -0.13 0.75 2.30
H 2.17 -0.38 -2.32
H 3.76 -0.96 -2.13
H 3.06 0.13 -0.90
H 2.64 -2.35 -0.04
H 1.90 -2.67 -1.62
H -0.21 0.17 3.23
H -0.87 1.56 2.25
H 0.89 1.20 2.38
C -3.36 1.50 4.33
C -4.02 2.00 5.55
O -3.33 1.38 6.75
C -3.18 2.22 7.78
O -3.80 3.19 8.06
O -2.22 1.78 8.57
C -1.57 0.49 8.29
H -2.95 0.51 4.53
H -2.41 2.05 4.05
H -4.17 1.56 3.49
H -4.99 1.67 5.64
H -3.78 3.10 5.59
H -0.63 0.55 7.69
H -2.27 -0.26 7.95
H -1.31 0.23 9.32
C -0.17 -6.45 2.67
C 0.33 -5.93 1.39
O 1.44 -5.11 1.74
C 2.36 -4.93 0.81
O 2.24 -5.17 -0.40
O 3.43 -4.26 1.24
C 3.61 -3.89 2.55
H 0.58 -6.91 3.32
H -0.96 -7.22 2.50
H -0.82 -5.65 3.14
H -0.38 -5.37 0.91
H 0.57 -6.65 0.58
H 3.33 -2.85 2.71
H 4.69 -4.01 2.73
H 3.13 -4.52 3.28
C 0.03 -8.55 -2.17
C 0.07 -7.08 -2.63
O -0.88 -6.30 -1.88
C -0.75 -4.92 -1.98
O 0.14 -4.41 -2.62
O -1.69 -4.25 -1.31
C -1.51 -2.87 -1.09
H -0.94 -8.97 -2.39
H 0.37 -8.64 -1.13
H 0.62 -9.07 -2.94
H -0.18 -6.99 -3.68
H 1.07 -6.66 -2.35
H -2.42 -2.35 -1.40
H -0.59 -2.54 -1.58
H -1.37 -2.79 0.00
C -3.75 3.61 1.32
C -5.24 3.26 1.35
O -5.35 1.97 0.89
C -4.13 1.61 0.33
O -3.90 0.51 -0.04
O -3.27 2.60 0.41
F -5.89 4.07 0.48
H -3.16 3.60 2.25
H -3.67 4.52 0.73
H -5.80 3.45 2.24
C -1.61 -0.55 -7.84
C -2.83 -0.73 -8.74
O -3.54 0.48 -8.42
C -3.08 1.02 -7.29
O -3.52 1.96 -6.78
O -2.07 0.34 -6.84
F -3.63 -1.73 -8.40
H -0.82 -0.05 -8.37
H -1.33 -1.58 -7.42
H -2.71 -0.89 -9.82
C 8.17 3.81 1.94
C 7.36 4.27 3.10
O 6.11 4.61 2.58
C 6.32 4.86 1.28
O 5.56 5.37 0.55
O 7.51 4.48 0.83
F 7.91 5.47 3.69
H 7.84 2.75 1.89
H 9.23 4.08 1.88
H 7.27 3.59 3.97
C 6.12 -1.41 0.35
C 6.76 -0.31 -0.47
O 7.63 0.27 0.48
C 7.26 -0.08 1.69
O 7.61 0.55 2.63
O 6.41 -1.09 1.71
F 6.01 0.74 -0.98
H 6.48 -2.43 0.06
H 5.06 -1.35 0.21
H 7.42 -0.56 -1.29
C -3.87 -2.18 6.06
C -2.68 -2.68 6.88
O -1.61 -2.41 6.05
C -2.05 -2.21 4.75
O -1.29 -2.01 3.82
O -3.38 -2.18 4.73
F -2.94 -4.00 7.12
H -4.29 -1.23 6.40
H -4.64 -2.95 6.05
H -2.36 -2.18 7.84
```

Relative energy (zero: lowest compared OMol25 entry of this formula, charge and spin) ... 62.23 kJ/mol
Orbital gap ... 10.89 eV
LUMO level ... 0.255 eV

3.
C4H5NO as an isolated structure. Source: the Open Molecules 2025 dataset; level of theory: wB97M-V/def2-TZVPD.

```
11
Properties=species:S:1:pos:R:3
O 1.65 1.16 -0.35
C 0.96 1.17 0.65
N 0.10 0.16 0.98
C -0.15 -0.86 0.00
C -1.95 -0.58 -0.64
C -0.94 -0.40 -1.39
H 0.97 1.99 1.39
H -0.61 0.34 1.67
H 0.79 -1.05 -0.51
H -0.45 -1.79 0.49
H -0.38 -0.13 -2.28
```

Relative energy (zero: lowest compared OMol25 entry of this formula, charge and spin) ... 379.44 kJ/mol
Orbital gap ... 11.11 eV
LUMO level ... 0.893 eV

4.
A 2-piece molecular cluster, C6H12NO overall at a distorted geometry. Source: the Open Molecules 2025 dataset; level of theory: wB97M-V/def2-TZVPD.

```
20
Properties=species:S:1:pos:R:3
C -0.25 -1.78 0.24
C 0.35 -0.26 -1.91
C -1.31 -0.99 0.98
C 2.66 0.83 0.28
C -0.18 -0.68 -0.81
C -0.95 1.43 0.42
N -1.25 0.06 -0.08
O 1.63 0.46 0.83
H 0.77 -1.82 0.86
H -0.71 -2.76 -0.18
H -0.11 0.74 -2.18
H 1.13 -0.78 -2.46
H -2.26 -1.43 1.17
H -0.76 -0.58 1.78
H 2.95 0.79 -0.79
H 3.50 1.54 0.70
H -0.41 1.36 1.32
H -0.67 2.07 -0.41
H -2.02 1.72 0.85
H -2.09 0.08 -0.62
```

Total charge ... +1
Relative energy (zero: lowest compared OMol25 entry of this formula, charge and spin) ... 298.37 kJ/mol
Orbital gap ... 10.76 eV
LUMO level ... -3.173 eV